(1)
130
Properties=species:S:1:pos:R:3:forces:R:3 method="wB97M-V/def2-TZVPD" total_energy_ev=-168391.8797 gap_ha="0.2261 / 0.2732" spin_multiplicity=4
V 17.805 0.397 18.461 0.67 0.03 0.46
S 18.892 -1.599 17.058 -0.93 -0.89 -3.83
O 19.202 -1.169 18.386 2.32 0.88 5.56
O 17.546 -0.960 16.991 -2.88 0.32 -1.63
O 19.764 -0.932 16.118 1.06 0.12 -0.80
O 18.813 -3.028 16.879 0.06 -0.44 0.32
F 12.179 -0.313 16.674 -0.19 -0.42 0.45
C 12.682 -1.435 17.250 -0.13 -0.11 -1.00
C 14.006 -1.737 17.000 0.01 2.24 -0.70
C 14.597 -2.868 17.434 0.14 -1.30 1.26
C 13.827 -3.776 18.175 0.14 0.78 0.10
C 12.496 -3.460 18.430 0.22 -0.83 -0.25
C 11.878 -2.329 17.897 -0.19 -0.43 0.36
H 14.561 -0.993 16.449 0.22 0.03 0.05
H 15.662 -3.015 17.332 0.14 -0.04 -0.38
H 14.336 -4.645 18.565 -0.33 -0.24 0.13
H 11.873 -4.153 18.976 -0.04 -0.18 0.07
H 10.800 -2.287 17.935 -0.03 0.54 0.16
C 16.526 4.777 15.856 -0.63 1.02 0.25
C 15.430 5.777 15.518 -0.63 0.12 1.00
O 15.366 5.964 14.124 -1.51 0.50 -2.73
C 14.225 6.334 13.427 -1.27 0.63 2.85
O 13.151 6.719 13.910 3.26 -1.28 -1.15
C 14.381 6.177 11.880 0.02 0.51 1.65
F 13.771 7.188 11.290 -0.04 0.46 -0.37
F 15.644 6.131 11.508 0.46 -0.01 -0.33
F 13.770 5.067 11.541 -0.32 -1.03 -0.47
H 16.383 4.647 16.929 0.16 -0.66 0.11
H 17.506 5.243 15.756 0.05 -0.26 -0.43
H 16.373 3.861 15.286 0.40 0.04 0.28
H 15.561 6.732 16.027 0.39 0.25 -0.20
H 14.474 5.445 15.924 -0.22 -0.34 -0.36
C 16.715 -2.456 13.465 -0.81 -0.75 1.05
C 15.579 -1.514 13.911 1.73 -0.11 -0.25
O 14.854 -1.226 12.720 -3.43 1.17 -0.68
C 13.576 -0.711 12.890 1.46 -1.08 3.47
O 13.093 -0.471 14.003 0.79 -0.34 -3.08
C 12.854 -0.454 11.556 0.91 0.63 1.10
F 12.913 0.884 11.422 -0.39 0.20 -0.47
F 13.524 -1.006 10.570 -0.30 -0.29 -0.75
F 11.582 -0.833 11.555 0.23 -0.08 -0.09
H 17.086 -2.348 12.446 -0.04 0.58 0.21
H 16.308 -3.465 13.531 0.07 -0.23 -0.19
H 17.502 -2.432 14.218 0.22 0.19 -0.21
H 16.019 -0.593 14.293 -0.24 0.16 0.13
H 14.948 -1.960 14.680 0.02 0.01 -0.33
C 18.768 3.100 25.412 0.21 -0.67 0.96
C 18.205 2.561 24.142 -1.57 0.49 -0.58
O 18.037 1.135 24.179 -0.56 -2.55 -0.01
C 17.021 0.465 23.540 -0.90 3.48 -1.50
O 16.217 1.035 22.799 1.52 -1.46 1.58
C 16.880 -1.079 23.757 1.11 -0.15 0.07
F 17.479 -1.494 24.836 1.58 -0.01 1.13
F 15.634 -1.467 23.951 -1.40 0.57 -0.86
F 17.384 -1.741 22.702 -0.25 0.69 0.46
H 19.824 2.863 25.537 0.01 0.32 0.07
H 18.230 2.667 26.255 0.06 -0.23 0.06
H 18.534 4.161 25.500 0.48 0.11 -0.32
H 18.785 2.867 23.272 -0.14 -0.31 -0.12
H 17.207 2.996 24.103 -0.15 -0.05 -0.65
C 22.693 -0.221 17.060 -1.54 -1.18 0.36
C 22.297 -0.975 18.406 -2.51 0.42 -3.77
O 23.422 -0.828 19.127 1.84 -1.77 3.17
C 24.254 0.055 18.652 0.00 2.28 0.17
O 25.207 0.509 19.215 0.26 -0.51 -0.06
O 23.725 0.583 17.546 1.29 1.15 -0.78
H 21.863 0.367 16.668 0.12 0.01 0.18
H 23.069 -0.837 16.243 -0.04 -0.30 0.18
H 22.006 -2.012 18.240 0.22 0.04 0.11
H 21.434 -0.442 18.805 0.09 -0.12 0.41
C 20.824 4.848 17.067 1.35 3.20 -1.63
C 20.484 4.514 15.626 -0.23 0.52 -0.41
O 19.643 3.399 15.830 -1.01 -0.53 -3.23
C 19.678 3.015 17.035 -3.31 -5.01 3.24
O 19.000 2.094 17.551 1.89 2.35 -1.75
O 20.499 3.724 17.734 1.05 -0.79 3.29
H 20.258 5.705 17.431 -0.17 0.02 0.14
H 21.880 5.108 17.129 0.02 -0.25 0.41
H 21.361 4.247 15.035 -0.18 -0.16 -0.07
H 19.852 5.232 15.104 0.46 0.25 0.01
C 14.722 4.078 21.260 -0.43 1.54 -1.23
C 16.109 4.709 21.386 -1.37 1.28 1.03
O 16.923 3.734 20.868 0.91 -1.69 -0.51
C 16.187 2.962 20.014 0.36 0.09 0.13
O 16.675 2.198 19.255 0.12 -0.40 -0.47
O 14.878 3.219 20.097 0.23 0.18 1.35
H 13.978 4.820 20.970 -0.11 -0.09 0.22
H 14.410 3.592 22.185 0.14 -0.60 -0.39
H 16.222 4.971 22.438 0.78 -0.53 0.16
H 16.348 5.631 20.855 -0.73 0.17 -0.34
C 22.080 2.242 20.914 1.27 1.26 1.70
C 21.656 1.766 22.277 1.05 -1.41 1.11
O 20.372 1.205 22.094 -0.88 -0.28 -0.57
C 20.069 1.291 20.793 -4.08 -1.10 -0.99
O 18.987 0.917 20.291 3.09 1.05 2.16
O 21.009 1.890 20.117 0.00 0.26 -2.10
H 23.034 1.799 20.629 -0.28 -0.09 -0.47
H 22.221 3.313 21.061 -0.16 0.27 -1.13
H 21.608 2.503 23.078 0.08 0.03 -0.20
H 22.337 0.952 22.526 -0.15 0.02 0.70
C 12.961 2.986 15.510 -0.19 -0.18 -0.03
C 12.699 2.801 17.001 -0.26 -0.31 -1.40
O 13.690 1.803 17.318 0.18 0.21 0.90
C 14.709 1.812 16.429 0.96 0.77 -0.16
O 15.819 1.327 16.567 -2.79 0.91 -0.49
O 14.309 2.598 15.363 1.55 -0.85 0.18
H 12.861 3.991 15.101 -0.20 -0.06 0.16
H 12.330 2.268 14.987 0.06 0.14 -0.38
H 11.686 2.398 17.030 0.23 -0.26 0.83
H 12.759 3.727 17.572 0.48 -0.28 0.36
C 14.313 -2.829 21.484 -0.87 -0.15 2.16
C 13.435 -1.593 21.328 0.00 -0.05 -0.32
O 14.259 -0.790 20.473 0.15 1.23 -1.25
C 15.516 -1.247 20.367 1.28 0.91 -0.53
O 16.496 -0.660 19.848 -3.54 -2.20 1.75
O 15.569 -2.431 20.996 1.22 -0.16 -0.90
H 13.940 -3.777 21.099 0.17 0.41 -0.94
H 14.381 -3.039 22.552 0.52 0.03 0.10
H 13.205 -0.963 22.188 0.63 -0.37 0.50
H 12.441 -1.840 20.955 0.31 0.19 -0.97
C 19.738 -2.796 21.190 -0.78 1.39 -0.50
C 19.460 -3.999 20.305 1.10 0.06 1.31
O 19.464 -5.089 21.319 -0.46 -0.23 -2.09
C 19.705 -4.623 22.509 -0.07 -1.24 4.50
O 19.747 -5.293 23.568 -0.02 1.99 -3.51
O 19.841 -3.283 22.501 0.40 -0.49 0.82
H 18.907 -2.091 21.162 0.20 0.07 -0.15
H 20.645 -2.257 20.915 0.07 -0.12 0.02
H 20.368 -4.102 19.711 -0.72 -0.65 -0.63
H 18.507 -3.892 19.788 0.35 -0.60 -0.14

***

(2)
115
Properties=species:S:1:pos:R:3:forces:R:3 method="wB97M-V/def2-TZVPD" total_energy_ev=-121988.4117 charge=+1 gap_ha=0.3018
C -1.245 -1.491 -4.711 -0.05 0.38 -0.08
C -1.808 -0.954 -3.399 0.41 0.03 -0.12
C -0.740 -0.183 -2.598 -0.24 -0.12 0.24
C -1.109 1.281 -2.338 0.18 -0.01 -0.50
C 0.096 2.195 -2.076 0.13 -0.11 0.51
C 0.293 2.569 -0.579 -0.24 0.07 -0.41
C 1.241 1.632 0.115 -0.35 -0.04 0.23
C 0.778 0.586 0.912 -0.14 0.02 -0.08
C -0.670 0.277 1.201 0.07 -0.27 0.18
N -0.937 0.473 2.612 -0.03 0.40 0.02
C -0.845 1.866 3.043 -0.08 -0.13 -0.06
C 1.724 -0.253 1.480 -0.15 0.15 -0.20
F 1.346 -1.284 2.206 -0.26 -0.35 0.29
C 3.061 -0.140 1.238 0.53 0.32 -0.14
C 4.002 -1.142 1.830 -0.21 0.09 0.41
C 3.592 -2.532 1.401 -0.17 -0.70 -0.38
O 3.082 -2.784 0.357 0.19 0.18 0.22
I 3.960 -4.070 2.846 0.05 0.17 -0.09
N 3.474 0.885 0.444 0.03 0.01 -0.05
C 4.895 0.959 0.138 -0.04 0.04 -0.07
C 5.356 0.500 -1.084 0.03 0.08 0.09
C 6.716 0.582 -1.314 0.03 0.01 0.01
C 7.538 1.105 -0.320 -0.06 -0.02 -0.01
N 7.095 1.513 0.868 -0.13 -0.05 -0.15
C 5.787 1.434 1.084 0.00 -0.01 -0.02
C 2.607 1.799 -0.076 0.40 -0.16 -0.06
C 3.119 3.000 -0.819 -0.32 0.12 -0.04
C 3.097 4.296 0.023 0.46 -0.04 0.09
C 3.828 4.213 1.363 -0.27 0.34 0.11
C 3.088 3.413 2.439 0.57 -0.24 -0.18
C 3.321 3.854 3.881 -0.72 -0.23 0.12
C 2.804 2.740 4.823 0.28 -0.13 -0.21
C 3.939 2.047 5.578 -0.01 0.29 -0.13
S 3.726 0.254 5.810 0.30 -0.06 0.08
C 2.010 0.087 5.924 -0.04 -0.06 -0.17
N 1.293 -0.648 5.149 -0.11 0.02 0.00
N 0.003 -0.602 5.665 0.59 0.62 0.28
C 0.055 0.171 6.681 -0.44 -0.15 -0.04
O 1.283 0.653 6.924 0.15 0.11 0.27
H -0.899 -0.658 -5.327 0.06 0.03 -0.04
H -0.387 -2.140 -4.541 -0.04 -0.18 0.00
H -2.007 -2.006 -5.290 0.02 -0.20 0.01
H -2.191 -1.787 -2.814 -0.23 0.05 0.07
H -2.623 -0.271 -3.637 -0.26 -0.13 0.12
H 0.205 -0.223 -3.142 0.09 0.03 -0.03
H -0.576 -0.688 -1.642 0.18 -0.03 0.04
H -1.827 1.341 -1.521 -0.14 0.08 0.02
H -1.627 1.650 -3.224 -0.06 0.04 -0.04
H 0.036 3.112 -2.657 -0.17 0.07 -0.03
H 0.996 1.677 -2.414 0.06 0.04 -0.16
H -0.680 2.549 -0.103 -0.03 0.04 0.15
H 0.631 3.598 -0.499 0.09 -0.07 0.04
H -0.802 -0.785 0.981 -0.10 -0.07 -0.07
H -1.345 0.824 0.543 0.03 0.13 -0.11
H -1.848 0.101 2.838 -0.06 0.05 -0.05
H -1.110 2.570 2.247 0.02 0.13 -0.01
H 0.161 2.085 3.406 0.08 0.10 -0.09
H -1.530 2.043 3.867 -0.04 -0.04 0.11
H 3.947 -1.094 2.919 -0.04 0.10 0.06
H 5.040 -0.977 1.561 0.08 -0.09 -0.13
H 4.671 0.101 -1.819 -0.03 -0.04 -0.05
H 7.146 0.244 -2.244 0.00 -0.01 -0.06
H 8.601 1.188 -0.497 0.09 0.01 0.08
H 5.422 1.747 2.054 0.03 0.05 0.11
H 2.451 3.139 -1.668 0.09 0.04 -0.10
H 4.105 2.839 -1.240 0.16 -0.04 0.14
H 3.578 5.068 -0.575 -0.04 0.02 -0.14
H 2.078 4.637 0.201 -0.05 -0.04 -0.01
H 4.831 3.823 1.202 0.14 -0.04 0.06
H 3.975 5.233 1.723 -0.06 0.08 0.00
H 3.419 2.373 2.392 -0.13 -0.09 -0.01
H 2.017 3.388 2.231 -0.10 0.11 0.07
H 4.376 4.048 4.062 0.08 0.15 0.00
H 2.752 4.763 4.066 0.23 0.23 0.02
H 2.334 1.979 4.197 -0.18 -0.01 -0.01
H 2.033 3.103 5.497 0.05 0.03 0.17
H 4.842 2.107 4.971 0.10 -0.10 0.01
H 4.172 2.534 6.521 -0.11 -0.05 0.14
H -0.789 0.417 7.300 0.17 0.26 0.25
C -5.926 -3.325 -7.315 -0.25 -0.50 0.07
C -5.170 -2.316 -6.440 0.14 0.08 -0.28
C -5.935 -1.096 -5.917 -0.01 -0.02 0.14
F -6.376 -0.323 -6.924 0.01 0.01 -0.05
F -5.087 -0.358 -5.157 -0.02 0.01 -0.01
F -4.039 -1.914 -7.056 -0.01 0.00 0.01
F -4.804 -3.000 -5.314 -0.03 -0.04 0.07
O -5.774 -3.229 -8.716 0.34 0.45 0.05
C -6.564 -2.425 -9.490 -0.10 -0.20 0.02
C -5.747 -1.342 -10.209 0.03 0.00 -0.06
F -5.079 -0.582 -9.318 -0.03 0.03 0.03
F -6.594 -0.551 -10.900 0.02 0.02 -0.01
F -7.588 -1.894 -8.799 0.05 0.03 0.04
F -7.091 -3.197 -10.465 -0.10 -0.04 -0.01
H -5.472 -4.284 -7.070 0.02 -0.01 0.00
H -6.975 -3.390 -7.023 -0.02 0.19 0.01
H -6.780 -1.410 -5.298 -0.01 0.01 -0.01
H -5.036 -1.808 -10.893 0.00 0.00 -0.01
C -1.726 -2.074 3.884 0.47 0.00 -0.22
C -1.318 -3.396 4.550 -0.50 0.24 -0.10
C -1.106 -4.621 3.655 0.23 -0.08 0.08
F -2.243 -4.980 3.027 -0.08 0.10 -0.01
F -0.712 -5.654 4.432 0.01 -0.05 0.00
F -2.167 -3.698 5.551 -0.05 -0.06 0.05
F -0.099 -3.133 5.099 0.21 -0.49 -0.07
O -3.091 -1.700 3.883 -0.46 -0.35 0.06
C -3.957 -2.092 2.901 0.15 0.03 0.15
C -5.095 -2.964 3.450 -0.04 0.01 0.01
F -4.598 -4.055 4.058 0.02 -0.02 -0.04
F -5.867 -3.356 2.414 -0.04 -0.02 0.01
F -3.327 -2.687 1.871 0.00 -0.03 0.00
F -4.542 -0.970 2.417 0.00 0.15 -0.16
H -1.244 -1.317 4.504 -0.23 -0.35 -0.29
H -1.287 -1.994 2.888 -0.04 -0.28 0.04
H -0.326 -4.427 2.912 -0.03 0.04 -0.01
H -5.693 -2.391 4.160 -0.01 0.00 -0.01